# 1
ORCA calculation (wB97M-V/def2-TZVPD) on a gas-phase ion, C20H23N4O3S (charge +1).

Computed properties:
Charge: +1
Electronic energy (a.u.): -1618.65370
SMILES string: NC1=[N+](NC(=O)c2cccc(S(=O)(=O)N3CCCCC3)c2)Cc2ccccc21
Orbital gap (eV): 8.76
Strongest force on any atom (eV Å⁻¹): 1.16
Spin multiplicity: 1

Last columns: bonded neighbours and bond lengths (Å).
Cartesian coordinates (Å):
1 N 2.745 -1.111 1.218  C2 1.314, H29 1.011, H30 1.018
2 C 2.563 -1.258 -0.075  N1 1.314, N3 1.342, C28 1.440
3 N 3.159 -0.512 -1.017  C2 1.342, N4 1.377, C22 1.461
4 N 3.691 0.735 -0.777  N3 1.377, C5 1.400, H31 1.016
5 C 2.942 1.910 -0.905  N4 1.400, O6 1.196, C7 1.496
6 O 3.485 2.976 -0.919  C5 1.196
7 C 1.476 1.628 -0.998  C5 1.496, C8 1.392, C21 1.390
8 C 0.783 1.842 -2.186  C7 1.392, C9 1.387, H32 1.080
9 C -0.517 1.379 -2.324  C8 1.387, C10 1.387, H33 1.079
10 C -1.111 0.651 -1.303  C9 1.387, C11 1.382, H34 1.078
11 C -0.440 0.498 -0.105  C10 1.382, S12 1.811, C21 1.379
12 S -1.059 -0.630 1.169  C11 1.811, O13 1.449, O14 1.431, N15 1.629
13 O 0.116 -0.991 1.935  S12 1.449
14 O -1.716 -1.681 0.453  S12 1.431
15 N -2.117 0.079 2.185  S12 1.629, C16 1.448, C20 1.446
16 C -3.462 0.324 1.707  N15 1.448, C17 1.529, H35 1.090, H36 1.095
17 C -3.618 1.730 1.125  C16 1.529, C18 1.528, H37 1.090, H38 1.092
18 C -3.147 2.770 2.140  C17 1.528, C19 1.528, H39 1.090, H40 1.091
19 C -1.703 2.482 2.547  C18 1.528, C20 1.528, H41 1.090, H42 1.093
20 C -1.605 1.065 3.111  N15 1.446, C19 1.528, H43 1.090, H44 1.094
21 C 0.827 1.015 0.068  C7 1.390, C11 1.379, H45 1.078
22 C 2.845 -0.975 -2.366  N3 1.461, C23 1.495, H46 1.094, H47 1.095
23 C 1.904 -2.107 -2.107  C22 1.495, C24 1.377, C28 1.406
24 C 1.223 -2.929 -2.979  C23 1.377, C25 1.390, H48 1.078
25 C 0.381 -3.896 -2.440  C24 1.390, C26 1.390, H49 1.079
26 C 0.233 -4.047 -1.066  C25 1.390, C27 1.383, H50 1.078
27 C 0.924 -3.240 -0.181  C26 1.383, C28 1.391, H51 1.077
28 C 1.760 -2.267 -0.718  C2 1.440, C23 1.406, C27 1.391
29 H 3.306 -0.346 1.565  N1 1.011
30 H 2.034 -1.495 1.838  N1 1.018
31 H 4.699 0.843 -0.858  N4 1.016
32 H 1.269 2.356 -3.002  C8 1.080
33 H -1.050 1.549 -3.246  C9 1.079
34 H -2.077 0.190 -1.432  C10 1.078
35 H -3.680 -0.449 0.970  C16 1.090
36 H -4.140 0.198 2.557  C16 1.095
37 H -4.665 1.895 0.871  C17 1.090
38 H -3.027 1.823 0.211  C17 1.092
39 H -3.223 3.770 1.712  C18 1.090
40 H -3.787 2.733 3.024  C18 1.091
41 H -1.373 3.194 3.303  C19 1.090
42 H -1.050 2.582 1.676  C19 1.093
43 H -0.576 0.785 3.336  C20 1.090
44 H -2.193 0.992 4.031  C20 1.094
45 H 1.300 0.920 1.032  C21 1.078
46 H 2.388 -0.173 -2.953  C22 1.094
47 H 3.757 -1.301 -2.878  C22 1.095
48 H 1.329 -2.822 -4.047  C24 1.078
49 H -0.172 -4.540 -3.106  C25 1.079
50 H -0.435 -4.802 -0.684  C26 1.078
51 H 0.801 -3.347 0.883  C27 1.077

---

# 2
ORCA calculation (wB97M-V/def2-TZVPD) on a single C20H23N5O molecule.

Computed properties:
Relative energy (zero: lowest compared OMol25 entry of this formula, charge and spin) (eV): 3.194
Electronic energy (a.u.): -1124.90149
SMILES string: CC(C)=NNc1cc2c(nn1)C[C@H]1CCC[C@@H]2N1C(=O)c1ccccc1
Orbital gap (eV): 8.72
Strongest force on any atom (eV Å⁻¹): 3.56
Spin multiplicity: 1

Last columns: bonded neighbours and bond lengths (Å).
Cartesian coordinates (Å):
1 C -0.157 -2.057 6.688  C2 1.497, H27 1.111, H28 1.110, H29 1.095
2 C 0.671 -2.531 5.535  C1 1.497, C3 1.520, N4 1.332
3 C 1.356 -3.887 5.558  C2 1.520, H30 1.072, H31 1.096, H32 1.099
4 N 0.846 -1.775 4.452  C2 1.332, N5 1.375
5 N 0.228 -0.561 4.267  N4 1.375, C6 1.417, H33 1.015
6 C 0.027 0.063 3.011  N5 1.417, C7 1.410, N11 1.326
7 C 0.639 -0.386 1.823  C6 1.410, C8 1.374, H34 1.099
8 C 0.376 0.268 0.644  C7 1.374, C9 1.395, C17 1.507
9 C -0.520 1.337 0.653  C8 1.395, N10 1.358, C12 1.494
10 N -1.144 1.660 1.815  C9 1.358, N11 1.329
11 N -0.804 1.096 2.970  C6 1.326, N10 1.329
12 C -0.950 2.051 -0.587  C9 1.494, C13 1.517, H35 1.085, H36 1.101
13 C -0.143 1.761 -1.839  C12 1.517, C14 1.521, N18 1.500, H37 1.097
14 C 1.156 2.547 -1.934  C13 1.521, C15 1.514, H38 1.093, H39 1.098
15 C 2.190 2.153 -0.900  C14 1.514, C16 1.541, H40 1.129, H41 1.098
16 C 2.389 0.627 -0.824  C15 1.541, C17 1.538, H42 1.068, H43 1.114
17 C 1.041 -0.095 -0.659  C8 1.507, C16 1.538, N18 1.495, H44 1.062
18 N 0.184 0.297 -1.819  C13 1.500, C17 1.495, C19 1.390
19 C 0.053 -0.472 -2.969  N18 1.390, O20 1.239, C21 1.473
20 O 0.845 -1.416 -3.102  C19 1.239
21 C -1.005 -0.201 -3.957  C19 1.473, C22 1.377, C26 1.422
22 C -2.308 -0.084 -3.527  C21 1.377, C23 1.395, H45 1.113
23 C -3.323 0.222 -4.433  C22 1.395, C24 1.399, H46 1.094
24 C -3.019 0.413 -5.786  C23 1.399, C25 1.401, H47 1.090
25 C -1.704 0.301 -6.255  C24 1.401, C26 1.398, H48 1.097
26 C -0.698 0.006 -5.329  C21 1.422, C25 1.398, H49 1.078
27 H -0.013 -2.715 7.571  C1 1.111
28 H -1.239 -1.996 6.448  C1 1.110
29 H 0.118 -1.040 6.985  C1 1.095
30 H 0.703 -4.707 5.333  C3 1.072
31 H 2.182 -3.828 4.841  C3 1.096
32 H 1.783 -4.134 6.540  C3 1.099
33 H -0.299 -0.137 5.024  N5 1.015
34 H 1.292 -1.269 1.872  C7 1.099
35 H -1.989 1.786 -0.757  C12 1.085
36 H -0.928 3.132 -0.379  C12 1.101
37 H -0.787 1.976 -2.700  C13 1.097
38 H 1.576 2.350 -2.923  C14 1.093
39 H 0.950 3.622 -1.852  C14 1.098
40 H 1.921 2.530 0.129  C15 1.129
41 H 3.147 2.604 -1.196  C15 1.098
42 H 3.022 0.373 -0.002  C16 1.068
43 H 2.886 0.253 -1.748  C16 1.114
44 H 1.272 -1.130 -0.706  C17 1.062
45 H -2.567 -0.330 -2.473  C22 1.113
46 H -4.370 0.254 -4.120  C23 1.094
47 H -3.824 0.660 -6.479  C24 1.090
48 H -1.402 0.485 -7.293  C25 1.097
49 H 0.339 -0.075 -5.611  C26 1.078

---

# 3
ORCA calculation (wB97M-V/def2-TZVPD) on a single C20H23N5OS molecule.

Computed properties:
Relative energy (zero: lowest compared OMol25 entry of this formula, charge and spin) (eV): 0.743
Electronic energy (a.u.): -1523.15144
SMILES string: O=C(Cc1ccccc1)Nc1ccnn1C1CCN(Cc2nccs2)CC1
Orbital gap (eV): 9.31
Strongest force on any atom (eV Å⁻¹): 0.95
Spin multiplicity: 1

Last columns: bonded neighbours and bond lengths (Å).
Cartesian coordinates (Å):
1 O -1.075 -0.341 2.057  C2 1.209
2 C -2.111 -0.264 1.438  O1 1.209, C3 1.530, N10 1.361
3 C -3.243 -1.275 1.634  C2 1.530, C4 1.498, H28 1.092, H29 1.093
4 C -4.391 -1.133 0.683  C3 1.498, C5 1.391, C9 1.392
5 C -4.358 -1.754 -0.562  C4 1.391, C6 1.383, H30 1.081
6 C -5.406 -1.602 -1.452  C5 1.383, C7 1.385, H31 1.080
7 C -6.501 -0.825 -1.112  C6 1.385, C8 1.385, H32 1.080
8 C -6.544 -0.202 0.124  C7 1.385, C9 1.384, H33 1.080
9 C -5.495 -0.354 1.014  C4 1.392, C8 1.384, H34 1.081
10 N -2.372 0.698 0.511  C2 1.361, C11 1.399, H35 1.012
11 C -1.575 1.819 0.257  N10 1.399, C12 1.383, N15 1.352
12 C -1.946 3.151 0.274  C11 1.383, C13 1.398, H36 1.071
13 C -0.780 3.835 -0.081  C12 1.398, N14 1.318, H37 1.072
14 N 0.212 2.995 -0.299  C13 1.318, N15 1.330
15 N -0.272 1.772 -0.103  C11 1.352, N14 1.330, C16 1.443
16 C 0.585 0.626 -0.292  N15 1.443, C17 1.529, C27 1.528, H38 1.094
17 C 1.667 0.589 0.788  C16 1.529, C18 1.522, H39 1.090, H40 1.090
18 C 2.624 -0.564 0.519  C17 1.522, N19 1.452, H41 1.092, H42 1.106
19 N 3.233 -0.414 -0.791  C18 1.452, C20 1.448, C26 1.448
20 C 4.320 -1.350 -0.993  N19 1.448, C21 1.487, H43 1.096, H44 1.104
21 C 5.494 -0.939 -0.179  C20 1.487, N22 1.283, S25 1.750
22 N 6.326 -1.726 0.401  C21 1.283, C23 1.355
23 C 7.300 -1.044 1.050  N22 1.355, C24 1.357, H45 1.075
24 C 7.211 0.307 0.968  C23 1.357, S25 1.722, H46 1.071
25 S 5.841 0.764 0.030  C21 1.750, C24 1.722
26 C 2.225 -0.468 -1.829  N19 1.448, C27 1.525, H47 1.093, H48 1.107
27 C 1.254 0.696 -1.664  C16 1.528, C26 1.525, H49 1.090, H50 1.092
28 H -2.791 -2.267 1.554  C3 1.092
29 H -3.580 -1.157 2.667  C3 1.093
30 H -3.507 -2.363 -0.830  C5 1.081
31 H -5.370 -2.093 -2.413  C6 1.080
32 H -7.320 -0.710 -1.806  C7 1.080
33 H -7.397 0.401 0.397  C8 1.080
34 H -5.534 0.131 1.979  C9 1.081
35 H -3.319 0.752 0.159  N10 1.012
36 H -2.909 3.554 0.510  C12 1.071
37 H -0.628 4.891 -0.181  C13 1.072
38 H -0.037 -0.272 -0.223  C16 1.094
39 H 2.211 1.533 0.763  C17 1.090
40 H 1.200 0.462 1.765  C17 1.090
41 H 3.416 -0.565 1.271  C18 1.092
42 H 2.080 -1.523 0.598  C18 1.106
43 H 4.604 -1.326 -2.051  C20 1.096
44 H 4.058 -2.391 -0.737  C20 1.104
45 H 8.057 -1.597 1.576  C23 1.075
46 H 7.852 1.049 1.398  C24 1.071
47 H 2.721 -0.391 -2.800  C26 1.093
48 H 1.666 -1.423 -1.804  C26 1.107
49 H 1.800 1.637 -1.728  C27 1.090
50 H 0.504 0.670 -2.456  C27 1.092

---

no.,molar mass (g mol⁻¹)
1,399.50
2,349.44
3,381.50